# C14H10Cl4N4OS

A cluster of 3 separate species, C14H10Cl4N4OS in total in a non-equilibrium geometry (ωB97M-V/def2-TZVPD, the Open Molecules 2025 dataset).

```
34
Properties=species:S:1:pos:R:3:forces:R:3:lowdin_charge:R:1
Cl -3.3583 1.7671 -4.2526 0.0 0.0 0.0 0.722
C -4.2580 3.0123 -3.4604 0.0 -0.1 -0.2 -0.675
C -5.5111 3.3488 -3.9501 -0.1 0.1 0.0 -0.105
C -6.2553 4.3386 -3.3326 0.0 0.0 0.1 -0.078
C -5.7487 4.9953 -2.2197 0.0 0.0 -0.1 -0.079
C -4.4990 4.6605 -1.7295 -0.1 0.1 0.0 -0.107
C -3.7528 3.6700 -2.3491 0.0 0.1 0.1 -0.669
Cl -2.1926 3.2802 -1.7059 0.0 0.0 0.0 0.712
H -5.9022 2.8349 -4.8166 0.1 -0.1 0.0 0.108
H -7.2310 4.5976 -3.7199 0.0 0.0 0.0 0.108
H -6.3276 5.7677 -1.7326 0.0 0.0 0.0 0.107
H -4.1006 5.1689 -0.8629 0.1 0.0 0.0 0.107
Cl 7.2812 -4.2307 3.7032 0.0 0.0 0.0 0.672
C 5.5568 -4.1744 3.5912 0.1 -0.1 0.0 -0.689
C 4.8323 -5.3118 3.9137 -0.1 -0.1 0.0 -0.113
C 3.4508 -5.3001 3.8379 0.0 0.0 0.0 -0.084
C 2.7888 -4.1475 3.4392 0.0 -0.1 0.0 -0.078
C 3.5102 -3.0116 3.1162 -0.1 0.0 0.0 -0.111
C 4.8949 -3.0229 3.1906 0.0 0.1 -0.1 -0.676
Cl 5.7695 -1.5887 2.7720 0.0 0.0 0.1 0.655
H 5.3524 -6.2071 4.2237 0.1 0.0 0.0 0.105
H 2.8911 -6.1908 4.0887 0.0 0.0 0.0 0.105
H 1.7093 -4.1328 3.3768 0.0 0.0 0.0 0.107
H 2.9980 -2.1161 2.7972 0.1 0.1 0.0 0.070
O -1.2825 0.1134 -2.4399 -1.2 0.1 -0.4 0.036
C -0.2012 0.0965 -1.6810 -0.1 0.0 -0.2 -0.509
N 0.6949 1.0228 -1.9130 1.4 0.9 0.3 0.146
N 1.7844 0.9986 -1.1631 -0.7 0.8 -1.2 0.064
C 1.8610 0.0488 -0.2638 1.1 0.2 1.0 -0.754
S 3.3383 -0.0127 0.7296 0.5 -0.3 -0.1 0.776
N 0.9823 -0.9005 -0.0606 -1.4 -0.8 -0.3 0.060
N -0.1067 -0.8767 -0.8116 0.7 -0.9 1.2 0.145
H -1.9503 0.6925 -2.0359 0.0 0.0 -0.4 0.045
H 2.9816 0.8101 1.7207 -0.3 0.1 -0.1 -0.123
```
Forces are in eV/Å.

The maximum force is 0.033 Eh/bohr. The spin multiplicity is 1. The value obtained for the electronic energy is -3072.6356 hartree. The SMILES is Clc1ccccc1Cl.Clc1ccccc1Cl.Oc1nnc(S)nn1. As for the HOMO energy: -0.3373 Ha. The molar mass is 424.14 u.